(1)
Below is 3 unconnected molecules or ions with the total composition C3H11NOS2, with properties calculated with the ωB97M-V functional and the def2-TZVPD basis.

```
! wB97M-V def2-TZVPD RIJCOSX def2/J DEFGRID3
* xyz -1 2
S -1.11135 -0.82533 -1.75420
S 0.33788 2.30468 2.37883
O -4.34537 0.36197 -1.82237
N 1.25112 -0.78231 1.49445
C -0.48789 -1.06795 -0.11168
C 1.54246 0.34088 -0.69258
C 1.04881 -0.89828 0.06412
H -3.41165 0.09868 -1.79010
H -0.73763 -2.09753 0.17925
H 2.53739 0.63253 -0.36717
H -0.91330 -0.37851 0.60643
H 1.46906 2.75455 1.80936
H 1.11024 0.17602 1.83954
H 0.86367 1.17370 -0.49978
H 1.63489 -1.76640 -0.25649
H 1.56595 0.14668 -1.76321
H 2.02847 -1.27779 1.89121
H -4.38275 1.10441 -1.20562
*
```

The value obtained for the relative energy (zero: lowest compared OMol25 entry of this formula, charge and spin) is 0.0 kJ/mol. The HOMO-LUMO gap (spin up / spin down) is 6.2 / 3.9 eV. As for the expectation value of S²: 0.75. For the calculated total energy, the calculation gives -1047.27037 Eh.



(2)
Below is 3 unconnected molecules or ions with the total composition C17H41NO8P, with properties calculated with the ωB97M-V functional and the def2-TZVPD basis.

```
! wB97M-V def2-TZVPD RIJCOSX def2/J DEFGRID3
* xyz 1 1
P 2.17484 -3.04682 2.54780
O -2.22942 1.68708 1.98330
O 1.36478 -1.87712 -3.92729
O -2.11096 0.81053 -0.95497
O -4.77197 2.20843 0.37872
O 0.45655 0.91902 -4.77284
O 2.45047 -2.64995 0.98861
O 1.14684 0.28538 5.03360
O 2.83362 0.33270 -2.41337
N 2.62592 -1.40215 3.21164
C 3.40488 -0.79865 -3.05462
C 0.36877 1.33687 -6.12034
C -1.04358 1.13390 -1.82310
C 0.28892 -1.09198 -3.44333
C 0.35598 -3.03150 2.60559
C -4.09236 3.12775 1.21454
C -1.71730 0.07354 0.17831
C 0.69622 0.17745 3.70696
C -6.06331 1.86840 0.84136
C 2.59055 -1.23778 -4.24968
C 1.60093 -0.95486 5.49421
C 1.77446 -0.24574 2.73437
C -2.53752 0.42787 1.40341
C -2.60622 2.85191 1.24881
C 2.95578 0.30558 -1.01563
C 2.78120 -1.50170 4.71331
C -0.36211 -0.19588 -4.47287
H -2.13929 3.68014 1.78617
H 1.95050 -0.80951 6.51164
H -0.56871 -0.78288 -5.37420
H 2.44366 -0.41618 -4.95181
H -0.17377 -0.47934 3.63032
H 2.32168 1.09652 -0.61265
H 3.17255 -2.00418 -4.76609
H -0.02522 -2.93829 3.61744
H -3.60571 0.33551 1.20801
H 0.37914 1.16833 3.39838
H -0.65366 0.25134 0.39982
H -0.09502 -2.29196 1.94723
H -1.42342 1.83440 -2.56330
H 1.28173 -0.56566 1.82090
H 0.07775 -4.01604 2.23507
H 0.57769 -0.52190 -2.55649
H -2.28818 -0.30857 2.17604
H -4.24378 4.13976 0.81845
H 1.15022 2.07592 -6.28527
H 0.80216 -1.70127 5.53699
H -6.04155 1.57385 1.89646
H -6.40976 1.02132 0.25238
H -1.85637 -0.99707 -0.03784
H 2.61368 -0.65490 -0.61196
H 4.41205 -0.52938 -3.39603
H -0.22312 1.61588 -1.27824
H -0.66606 0.24462 -2.33810
H -6.76299 2.69985 0.71065
H 2.86339 -2.55967 4.95058
H 3.99177 0.48673 -0.70146
H 2.39293 0.60186 2.46109
H 2.16394 -3.41544 0.45007
H -0.46402 -1.82106 -3.13142
H 0.53216 0.49833 -6.80545
H 3.48760 -1.63895 -2.35474
H -1.31664 0.16832 -4.06897
H -0.60293 1.79533 -6.33121
H 3.55821 -1.22490 2.83492
H 3.72303 -1.05498 5.00637
H -2.18255 2.84092 0.24467
H -4.48906 3.09096 2.23510
*
```

The value obtained for the relative energy (zero: lowest compared OMol25 entry of this formula, charge and spin) is 0.0 kJ/mol. The HOMO-LUMO gap is 8.3 eV. For the calculated total energy, the calculation gives -1669.97385 Eh.



(3)
Below is 4 unconnected molecules or ions with the total composition C23H23NO6, with properties calculated with the ωB97M-V functional and the def2-TZVPD basis.

```
! wB97M-V def2-TZVPD RIJCOSX def2/J DEFGRID3
* xyz 0 1
O -5.50353 -5.59014 2.62744
O 3.47361 1.84439 1.09091
O 5.08032 3.57115 -3.88682
O -2.47170 -1.68791 -0.03876
O -4.59214 2.49488 0.04232
O 0.68058 2.75363 2.10706
N 0.45679 -2.27719 -0.93417
C -4.70261 -4.78875 1.91019
C 0.98547 -2.92773 -1.98498
C 4.90482 1.56410 -0.66832
C -3.20847 -2.62696 0.55511
C 2.29965 -2.78206 -2.39866
C -3.32018 -4.63324 2.14469
C 3.86493 2.21906 -0.05318
C -0.64412 2.71688 1.48757
C -2.64868 -3.54631 1.47802
C -2.97413 3.24997 1.74246
C -4.58739 -2.94045 0.27357
C 3.69009 3.81242 -1.89332
C 5.28684 2.07204 -2.06575
C -2.24890 2.14156 -0.30326
C -1.69793 3.31653 2.21317
C 3.38040 3.43271 -0.63675
C -0.75705 2.27063 0.27002
C -3.25965 2.61404 0.48897
C 2.64683 -1.25597 -0.52798
C 3.21643 -1.96310 -1.64239
C 1.27038 -1.42285 -0.26203
C 4.64282 3.14321 -2.67371
C -5.22519 -3.96629 0.91408
H 6.21316 1.45053 -2.38758
H -1.62012 3.99863 3.20094
H 5.56802 2.82790 -4.24523
H 3.20693 4.59677 -2.46489
H -2.64506 1.95293 -1.36157
H 2.59652 2.26935 1.39162
H -4.97422 -2.42665 -0.68566
H -1.48094 -3.66912 1.59768
H -1.66661 -2.01195 0.34153
H 2.46454 -3.26589 -3.19475
H 0.88015 -0.95259 0.57472
H 2.60322 4.02524 -0.15087
H -5.34976 -5.64820 3.65715
H -5.20371 2.56407 0.64857
H 4.24159 -1.93022 -1.60212
H 5.40139 0.69519 -0.42741
H -3.94912 3.59368 2.43061
H 0.90007 3.26044 2.91433
H -0.02705 1.67704 -0.28002
H 3.35191 -0.87871 -0.07417
H -6.20096 -4.05002 0.44999
H -2.75824 -5.20034 2.70599
H 0.41002 -3.68632 -2.41437
*
```

The value obtained for the relative energy (zero: lowest compared OMol25 entry of this formula, charge and spin) is 1009.5 kJ/mol. The HOMO-LUMO gap is 8.2 eV. For the calculated total energy, the calculation gives -1396.15224 Eh.



For each record above, in turn, the calculated max |F| values are 0.984; 1.518; 11.135 eV Å⁻¹.